Entry 1:
Computed, not measured: the molecule C5H8O, with the ωB97M-V functional and the def2-TZVPD basis.

```
14
Properties=species:S:1:pos:R:3
C -2.10289 1.49473 0.51060
C -0.75894 1.29244 -0.02648
C 0.13865 0.67913 -0.55096
C 0.71477 -0.58356 -1.03358
C 1.66826 -1.24247 -0.02420
O 1.25974 -1.07443 1.31062
H -2.55954 0.49839 0.45276
H -2.11644 1.81510 1.55349
H -2.70444 2.17537 -0.09457
H -0.17545 -1.21638 -1.13159
H 1.17916 -0.50930 -2.01952
H 1.66410 -2.32086 -0.20760
H 2.69442 -0.87998 -0.17716
H 1.09860 -0.12816 1.43820
```

Its SMILES is CC#CCCO. The value obtained for the energy relative to the best compared isomer or geometry (same formula, charge and spin) is 58.12 kcal per mole. The value obtained for the energy is -7359.735 eV. As for the total charge: 0. The value obtained for the HOMO energy is -9.5 eV. Its orbital gap is 10.45 eV.

---

Entry 2:
Computed, not measured: a cluster of 2 separate species, C5H13NS in total at a distorted geometry, with the ωB97M-V functional and the def2-TZVPD basis.

```
20
Properties=species:S:1:pos:R:3
C 1.94247 -0.12219 -1.46153
N 0.62307 0.24905 -0.95168
C 0.36855 -0.32817 0.35478
C -1.05173 0.04824 0.81445
C -2.04827 -0.57232 -0.17537
S -3.80104 -0.03404 0.23932
C 1.27001 0.19113 1.49918
H 2.79054 0.01378 -0.78838
H 1.81703 -1.20643 -1.58616
H 2.13256 0.30440 -2.44903
H 0.36259 1.23280 -1.00644
H 0.51108 -1.40483 0.20299
H -1.24886 0.02719 1.88455
H -1.13908 1.11433 0.55765
H -1.86409 -0.23081 -1.19631
H -1.83894 -1.64387 -0.26858
H -3.25539 1.21803 -1.02187
H 2.33900 0.02183 1.39159
H 1.12013 1.28115 1.48187
H 0.97035 -0.15925 2.47897
```

The value obtained for the energy relative to the best compared isomer or geometry (same formula, charge and spin) is 66.18 kcal per mole. The value obtained for the energy is -17709.926 eV. As for the total charge: +1. As for the spin multiplicity: 2. The value obtained for the HOMO energy (spin up / spin down) is -12.8 / -12.6 eV. Its orbital gap (spin up / spin down) is 8.70 / 4.26 eV.

---

Entry 3:
Computed, not measured: a cluster of 3 separate species, C4H12O3 in total at a distorted geometry, with the ωB97M-V functional and the def2-TZVPD basis.

```
19
Properties=species:S:1:pos:R:3
C 2.61278 2.08577 2.17181
C 1.43658 1.16320 2.05939
C 1.27069 0.31862 1.05226
C 0.13205 -0.59996 0.86965
O 2.19121 0.36670 0.01616
H 3.50064 1.59397 1.77268
H 2.85849 2.27171 3.21615
H 2.55824 3.06166 1.71077
H 0.86781 1.02280 2.96769
H -0.66302 -0.37510 1.58936
H 0.30610 -1.66792 1.01255
H -0.43841 -0.53073 -0.06103
H 1.77590 0.54021 -0.83464
O -2.20818 3.11189 -3.06027
H -2.56436 2.76253 -3.88601
H -2.49252 4.03310 -3.13799
O -3.76015 -5.92723 -1.92540
H -4.08927 -5.10682 -1.52628
H -3.23978 -6.41230 -1.27601
```

Its SMILES is C/C=C(/C)O.O.O. The value obtained for the energy relative to the best compared isomer or geometry (same formula, charge and spin) is 25.15 kcal per mole. The value obtained for the energy is -10484.048 eV. As for the total charge: 0. The value obtained for the HOMO energy is -8.7 eV. Its orbital gap is 9.42 eV.

---

Entry 4:
Computed, not measured: a cluster of 2 separate species, C4H12 in total, with the ωB97M-V functional and the def2-TZVPD basis.

```
16
Properties=species:S:1:pos:R:3
C 1.65546 -0.39753 -0.12535
C 3.05666 -0.98027 0.04326
H 0.89607 -1.17788 -0.19686
H 1.39275 0.22352 0.73194
H 1.58749 0.22244 -1.01875
H 3.78942 -0.17367 0.09135
H 3.30948 -1.63641 -0.78746
H 3.14543 -1.55118 0.96853
C -2.14227 0.22940 0.60359
C -2.56781 1.15989 -0.52428
H -1.61825 -0.64433 0.21813
H -1.46246 0.73171 1.29308
H -2.99500 -0.10575 1.19432
H -1.70068 1.57537 -1.03706
H -3.17022 0.63611 -1.26611
H -3.16266 1.99592 -0.15585
```

Its SMILES is CC.CC. The value obtained for the energy relative to the best compared isomer or geometry (same formula, charge and spin) is 0.02 kcal per mole. The value obtained for the energy is -4342.527 eV. As for the total charge: 0. The value obtained for the HOMO energy is -11.9 eV. Its orbital gap is 13.02 eV.

---

Entry 5:
Computed, not measured: a structure of composition C26H33CeIN4O4S at a distorted geometry, with the ωB97M-V functional and the def2-TZVPD basis.

```
70
Properties=species:S:1:pos:R:3
Ce -1.53658 -0.31917 0.50063
N -0.96686 1.91066 1.50056
C -1.94003 2.79695 2.22576
C -2.42307 2.32083 3.61767
C -1.49627 1.27998 4.33070
C -2.02037 -0.15538 4.23875
N -1.22820 -0.88536 3.22188
H -0.20221 1.69175 2.13097
H -0.57611 2.45891 0.71945
H -2.85022 2.91791 1.56898
H -1.51389 3.80703 2.31743
H -3.44447 1.88617 3.54496
H -2.59862 3.21805 4.23050
H -1.49341 1.58073 5.39515
H -0.42595 1.36740 3.93105
H -3.06189 -0.17789 3.90003
H -2.02857 -0.67027 5.22234
H -1.24050 -1.90646 3.44053
H -0.23798 -0.61688 3.34058
I -0.97611 -3.48589 -0.98973
C -0.90271 -2.62104 -2.87952
C -0.65072 -3.40605 -4.01219
C -0.78345 -2.86500 -5.33666
C -1.13504 -1.55226 -5.49216
C -1.26711 -0.73350 -4.34276
C -1.51373 0.66483 -4.56663
C -1.81900 1.46643 -3.50665
C -1.84323 0.94722 -2.19173
C -1.57953 -0.38866 -1.96409
C -1.22790 -1.25267 -3.00596
H -0.38354 -4.45577 -3.84960
H -0.62239 -3.56907 -6.14335
H -1.27104 -1.04178 -6.45246
H -1.45906 1.06986 -5.56107
H -2.04990 2.51397 -3.65409
H -2.05376 1.67038 -1.44607
C 5.49891 -0.71267 0.28489
N 4.18209 -1.01481 0.81736
N 3.02897 -0.35706 0.23290
C 1.92094 -0.95956 0.79624
O 0.70293 -0.54942 0.73157
C 2.35726 -2.05517 1.58975
C 3.75860 -2.08966 1.51137
C 4.70656 -3.08833 2.05422
C 3.06991 0.87615 -0.53256
C 2.21485 1.00161 -1.64127
C 2.13554 2.17048 -2.39072
C 2.85700 3.31141 -1.98617
C 3.68765 3.20880 -0.85315
C 3.86734 1.97796 -0.18862
H 5.62944 -1.03656 -0.75886
H 6.23921 -1.25719 0.90092
H 5.71960 0.35481 0.42652
H 1.70808 -2.66964 2.20074
H 4.18752 -3.92936 2.52639
H 5.41086 -2.62007 2.80373
H 5.43523 -3.43455 1.23896
H 1.57318 0.12427 -1.90709
H 1.55007 2.13102 -3.28347
H 2.84209 4.25601 -2.50167
H 4.23512 4.08298 -0.58795
H 4.63502 1.89089 0.60835
C -5.82834 -0.45676 0.95570
S -4.35126 -0.84257 0.02383
O -4.77308 -1.43130 -1.20282
O -3.46401 -1.70726 0.85871
O -3.67552 0.46443 -0.07501
H -6.26019 -1.40167 1.24093
H -6.49696 0.14613 0.32475
H -5.48117 0.15076 1.79833
```

The value obtained for the energy relative to the best compared isomer or geometry (same formula, charge and spin) is 0.00 kcal per mole. The value obtained for the energy is -73499.387 eV. As for the total charge: +2. The value obtained for the HOMO energy (spin up / spin down) is -13.1 / -13.1 eV. Its orbital gap (spin up / spin down) is 5.77 / 5.78 eV.

---

Entry 6:
Computed, not measured: a structure of composition C15H23N4O6S2Yb at a distorted geometry, with the ωB97M-V functional and the def2-TZVPD basis.

```
51
Properties=species:S:1:pos:R:3
Yb 0.55757 0.28475 0.19949
C -1.58843 1.48482 2.46560
C -2.29760 2.08536 1.25115
O -1.53237 1.72033 0.10746
C -2.04675 2.20220 -1.12969
C -1.09951 1.72318 -2.23000
O -0.57172 0.41026 -1.96200
C -1.37514 -0.70713 -2.36130
C -2.42997 -1.05179 -1.32231
O -1.78813 -1.07820 -0.04457
C -2.70739 -1.14552 1.04863
C -1.89892 -0.91754 2.31568
O -1.02268 0.19998 2.17332
H -2.26947 1.41439 3.31343
H -0.74744 2.11054 2.75372
H -2.33916 3.17209 1.35955
H -3.32149 1.71758 1.13988
H -2.07961 3.29441 -1.13374
H -3.06733 1.83411 -1.26913
H -0.22578 2.36986 -2.26094
H -1.59696 1.74428 -3.19901
H -0.68169 -1.54063 -2.47645
H -1.85289 -0.50468 -3.32005
H -2.86768 -2.02644 -1.55376
H -3.23685 -0.31537 -1.30824
H -3.19356 -2.12466 1.09008
H -3.48192 -0.38668 0.92166
H -1.25699 -1.77783 2.51049
H -2.56634 -0.77997 3.16662
N 3.53320 2.43209 -1.23877
C 3.79073 1.21287 -0.73688
N 2.89443 0.25716 -0.53844
C 3.53261 -0.91498 -0.12013
C 4.86642 -0.81548 0.05271
S 5.41974 0.75561 -0.36506
C 2.75779 -2.14275 -0.01772
C 3.28183 -3.38366 -0.07077
S 2.04360 -4.57451 0.00837
C 0.86477 -3.31449 0.04577
N 1.35869 -2.08602 0.05634
N -0.44783 -3.60995 0.04087
H 2.58833 2.77468 -1.24955
H 4.27524 3.10823 -1.29856
H 5.55533 -1.57569 0.38115
H 4.31578 -3.67176 -0.15797
H -0.74900 -4.56789 0.08471
H -1.11813 -2.86325 0.09651
O 1.50151 1.34285 1.85973
C 1.47022 2.42131 1.21261
O 1.03092 2.45577 0.02516
H 1.82005 3.34812 1.68433
```

The value obtained for the energy relative to the best compared isomer or geometry (same formula, charge and spin) is 17.99 kcal per mole. The value obtained for the energy is -87364.032 eV. As for the total charge: +2. As for the spin multiplicity: 2. The value obtained for the HOMO energy (spin up / spin down) is -13.4 / -13.4 eV. Its orbital gap (spin up / spin down) is 8.56 / 6.83 eV.

---

Entry 7:
Computed, not measured: a cluster of 2 separate species, C9H14 in total at a distorted geometry, with the ωB97M-V functional and the def2-TZVPD basis.

```
23
Properties=species:S:1:pos:R:3
C -2.68321 -0.12969 -1.79505
C -1.37109 0.52604 -1.49594
C -1.41355 1.89429 -1.52911
C -0.20940 2.70016 -1.33063
C 0.90830 2.05927 -0.89293
C 0.91929 0.70156 -0.67056
C -0.14068 -0.09516 -1.06862
H -2.44393 -1.19655 -1.60391
H -3.09178 0.00678 -2.77475
H -3.49953 0.24972 -1.02797
H -2.26945 2.49937 -1.68822
H -0.31841 3.73835 -1.60828
H 1.87077 2.66981 -0.84315
H 1.94681 0.23044 -0.16827
H -0.02153 -1.08078 -0.85060
C 1.02360 -1.97503 1.84189
C 1.93425 -1.80591 3.00805
H 0.82369 -3.01455 1.69120
H 0.02889 -1.40224 2.02433
H 1.45274 -1.44111 1.05582
H 1.59839 -0.99430 3.71652
H 2.85447 -1.34115 2.57332
H 2.10135 -2.79932 3.43685
```

Its SMILES is Cc1ccccc1.CC. The value obtained for the energy relative to the best compared isomer or geometry (same formula, charge and spin) is 43.82 kcal per mole. The value obtained for the energy is -9558.281 eV. As for the total charge: 0. The value obtained for the HOMO energy is -9.1 eV. Its orbital gap is 10.12 eV.

---

Entry 8:
Computed, not measured: a cluster of 2 separate species, C3H4O3 in total, with the ωB97M-V functional and the def2-TZVPD basis.

```
10
Properties=species:S:1:pos:R:3
O 3.15394 0.10938 -0.00014
C 2.24125 0.74819 -0.33321
O 1.35661 1.42522 -0.68700
C -1.29171 0.20890 0.31855
C -0.49161 -0.98826 -0.10847
O 0.61385 -1.25619 0.30489
H -0.65325 0.95446 0.79474
H -1.82895 0.65417 -0.52495
H -2.03775 -0.14202 1.04198
H -0.99260 -1.67177 -0.82588
```

Its SMILES is O=C=O.CC=O. The value obtained for the energy relative to the best compared isomer or geometry (same formula, charge and spin) is 1.02 kcal per mole. The value obtained for the energy is -9318.656 eV. As for the total charge: 0. The value obtained for the HOMO energy is -10.2 eV. Its orbital gap is 10.98 eV.

---

Entry 9:
Computed, not measured: the molecule C3H3NO2, with the ωB97M-V functional and the def2-TZVPD basis.

```
9
Properties=species:S:1:pos:R:3
O 2.15063 0.03396 -0.35431
C 0.82234 -0.06412 -0.19208
N 0.27929 -1.15228 0.29144
O -1.05198 -0.96502 0.38079
C -1.28332 0.38405 -0.00891
C -0.09830 0.99909 -0.55238
H 2.55443 -0.79931 -0.06867
H -2.30212 0.51734 -0.36947
H -1.13232 1.03012 0.90174
```

The value obtained for the energy relative to the best compared isomer or geometry (same formula, charge and spin) is 125.90 kcal per mole. The value obtained for the energy is -8739.672 eV. As for the total charge: 0. The value obtained for the HOMO energy is -9.7 eV. Its orbital gap is 8.84 eV.

---

> What is the formula in the fourth record?

C4H12

---

> Look up the total charge of the eighth one.

0